Entry a
The following is a quantum chemistry calculation of a cluster of 2 separate species, C5H14S in total, from the OMol25 dataset.

Last column: natural (NBO) charge in e.
Atoms and positions in Å:
C: 1.949 -2.952 -1.692  -0.61
C: 0.748 -2.038 -1.767  -0.40
C: 0.646 -1.279 -3.106  -0.60
H: 2.817 -2.539 -2.220  0.20
H: 1.745 -3.794 -2.346  0.20
H: 2.206 -3.296 -0.693  0.22
H: 0.658 -1.259 -1.001  0.19
H: -0.191 -2.577 -1.674  0.19
H: -0.009 -0.413 -3.070  0.21
H: 1.616 -0.880 -3.391  0.20
H: 0.324 -1.937 -3.892  0.20
C: -0.719 3.073 2.374  -0.61
C: -1.839 2.049 2.485  -0.52
S: -2.150 1.502 4.177  -0.03
H: 0.203 2.629 2.750  0.21
H: -0.898 3.929 3.028  0.20
H: -0.644 3.493 1.376  0.21
H: -2.744 2.437 2.007  0.21
H: -1.616 1.148 1.916  0.22
H: -2.103 2.705 4.739  0.11

Properties
E_HOMO in eV: -9.055
Orbital gap in eV: 9.86
SMILES string: CCC.CCS
Spin multiplicity: 1

***

Entry b
The following is a quantum chemistry calculation of a cluster of 2 separate species, C5H14S in total, from the OMol25 dataset.

Last column: natural (NBO) charge in e.
Atoms and positions in Å:
C: -2.546 -0.199 -1.861  -0.61
C: -1.360 0.711 -2.271  -0.41
C: -0.491 -0.028 -3.255  -0.63
H: -2.311 -0.802 -0.982  0.20
H: -2.858 -0.834 -2.689  0.20
H: -3.441 0.404 -1.651  0.20
H: -1.778 1.652 -2.634  0.20
H: -0.816 0.956 -1.344  0.20
H: -0.354 -1.085 -2.966  0.21
H: -0.885 0.057 -4.265  0.22
H: 0.571 0.189 -3.060  0.21
C: 0.675 0.249 0.508  -0.75
S: 0.687 -0.508 2.140  0.16
C: 2.247 0.141 2.916  -0.72
H: 1.651 0.093 0.044  0.22
H: -0.169 -0.153 -0.036  0.23
H: 0.564 1.336 0.577  0.21
H: 2.128 -0.141 3.959  0.23
H: 2.211 1.218 2.758  0.21
H: 3.188 -0.256 2.553  0.21

Properties
E_HOMO in eV: -8.502
Orbital gap in eV: 9.54
SMILES string: CCC.CSC
Spin multiplicity: 1

***

Relative energies, kJ/mol: entry a 0.0; entry b 39.8.